C5H11N2O2 | the ωB97M-V functional and the def2-TZVPD basis

Structure (XYZ):
```
20
Properties=species:S:1:pos:R:3:forces:R:3
C 3.263 0.190 0.012 -1.1 0.5 0.1
C 1.768 -1.828 -0.024 -1.2 -0.3 0.2
C 0.542 -0.912 0.110 1.7 0.4 -0.1
C -1.934 -0.472 0.186 0.0 -0.1 0.0
C -0.715 -1.310 0.017 0.3 0.1 0.1
N 3.028 -1.048 -0.121 0.4 -1.2 -0.2
N -0.197 2.576 -0.088 0.1 0.0 0.0
O 3.704 1.234 0.081 0.1 -0.2 0.0
O 1.081 0.339 0.347 -0.6 -0.1 0.0
H 1.859 -2.481 0.850 0.1 0.1 -0.1
H 1.695 -2.451 -0.919 0.1 0.1 0.1
H -1.698 0.583 0.275 -0.1 0.0 0.0
H -2.472 -0.788 1.079 -0.1 0.1 0.0
H -2.600 -0.623 -0.663 -0.1 0.1 0.0
H -0.885 -2.362 -0.158 0.1 -0.2 -0.1
H 3.841 -1.650 -0.267 0.1 0.4 0.0
H -0.800 2.851 0.681 0.0 0.0 -0.1
H -0.726 2.672 -0.950 0.0 0.0 0.1
H 0.565 3.247 -0.123 -0.1 0.1 0.0
H 0.471 1.155 0.158 0.1 0.0 0.0
```
Positions in Å, forces in eV/Å.

The calculation puts the largest force on an atom at 1.772 eV Å⁻¹. The frontier orbital gap comes out at 8.7 eV. As for the charge: +1. As for the spin multiplicity: 1.

The computed Löwdin charges, all in e, follow:
1 C -0.1526
2 C -0.0290
3 C -0.2935
4 C -0.0629
5 C -0.0903
6 N 0.1462
7 N 0.0617
8 O 0.3381
9 O -0.0268
10 H 0.1440
11 H 0.1427
12 H 0.0471
13 H 0.0897
14 H 0.0875
15 H 0.1216
16 H 0.2030
17 H 0.0735
18 H 0.0754
19 H 0.0706
20 H 0.0541

C4H3NO3 | the ωB97M-V functional and the def2-TZVPD basis

Structure (XYZ):
```
11
Properties=species:S:1:pos:R:3:forces:R:3
C -1.244 1.392 -0.756 0.3 -1.8 0.1
C -0.889 -0.047 -0.766 3.0 1.4 4.2
C -1.175 2.227 0.244 0.0 1.1 0.5
C -3.398 -1.257 -1.092 -0.6 0.2 0.6
N -0.102 -0.475 0.201 -1.1 0.9 -1.0
O -1.157 3.080 1.023 0.1 -0.4 0.1
O -3.738 -0.664 -0.193 0.0 -0.4 -0.5
O 0.320 -1.803 0.180 -1.0 -0.3 -1.9
H -1.770 1.736 -1.605 -0.4 0.6 -0.7
H -1.380 -0.495 -1.541 -0.3 -2.1 -1.9
H 0.551 -2.109 1.057 0.0 0.8 0.5
```
Positions in Å, forces in eV/Å.

The calculation puts the largest force on an atom at 5.346 eV Å⁻¹. The frontier orbital gap comes out at 9.4 eV. As for the charge: 0. As for the spin multiplicity: 1.

The computed Löwdin charges, all in e, follow:
1 C -0.0843
2 C -0.1763
3 C -0.1696
4 C 0.0262
5 N -0.0063
6 O 0.2075
7 O 0.0547
8 O -0.0668
9 H 0.1038
10 H 0.0269
11 H 0.0843

C2H3N3OS | the ωB97M-V functional and the def2-TZVPD basis

Structure (XYZ):
```
10
Properties=species:S:1:pos:R:3:forces:R:3
N -1.522 -0.882 0.353 -1.4 1.8 -1.6
N -0.493 -0.167 -0.389 0.7 -3.0 -0.2
C -0.034 1.090 -0.143 1.2 0.5 0.8
N 1.253 1.213 0.157 -3.0 -1.4 -1.6
C 1.735 -0.176 -0.026 0.7 3.7 0.9
S 3.349 -0.416 0.038 -0.7 -0.9 -0.2
O 0.702 -0.945 -0.243 -0.2 -2.0 -0.4
H -1.829 -0.069 1.018 -0.5 -2.6 -1.6
H -2.299 -1.405 -0.407 2.7 2.8 3.0
H -0.862 1.757 -0.359 0.6 1.1 0.6
```
Positions in Å, forces in eV/Å.

Its structure (SMILES) is Nn1cnc(=S)o1. The calculation puts the largest force on an atom at 4.931 eV Å⁻¹. The frontier orbital gap comes out at 8.2 eV. As for the charge: 0. As for the spin multiplicity: 1.

The computed Löwdin charges, all in e, follow:
1 N 0.0552
2 N -0.1637
3 C -0.1652
4 N 0.0989
5 C -0.9293
6 S 0.6662
7 O -0.0176
8 H 0.1232
9 H 0.1980
10 H 0.1342

C5H7ClO2 | the ωB97M-V functional and the def2-TZVPD basis

Structure (XYZ):
```
15
Properties=species:S:1:pos:R:3:forces:R:3
C 0.442 -0.441 0.204 1.1 -0.9 -0.2
C 0.883 0.254 -1.075 1.0 0.7 0.5
C -0.928 0.952 -0.091 -2.6 -0.3 -0.2
C 0.065 0.717 1.049 -1.1 0.8 1.1
C -1.064 -0.611 -0.154 0.0 -0.8 -0.6
H 1.719 -1.939 0.073 -0.9 1.0 1.5
H 1.785 0.832 -0.901 0.5 -0.2 0.0
H 1.015 -0.393 -1.903 0.0 -0.7 -1.0
H -1.908 1.513 0.047 1.7 -0.3 -0.6
H 0.744 1.522 1.337 0.1 -0.3 -0.1
H -0.514 0.282 1.883 0.5 0.8 0.0
H -1.330 -1.150 -1.105 0.3 0.9 0.8
O 1.294 -1.379 0.799 0.5 -1.1 -2.0
O -0.164 1.186 -1.295 -1.0 0.4 0.8
Cl -2.038 -1.346 1.133 -0.2 -0.1 -0.1
```
Positions in Å, forces in eV/Å.

The calculation puts the largest force on an atom at 2.590 eV Å⁻¹. The frontier orbital gap comes out at 10.3 eV. As for the charge: 0. As for the spin multiplicity: 1.

The computed Löwdin charges, all in e, follow:
1 C -0.5556
2 C -0.1294
3 C -0.2565
4 C -0.0764
5 C -0.5335
6 H 0.1429
7 H 0.1368
8 H 0.1224
9 H 0.1743
10 H 0.1374
11 H 0.0906
12 H 0.1298
13 O 0.0287
14 O -0.0689
15 Cl 0.6574

- Which value of frontier orbital gap does entry 1 give?
  8.7 eV

- charge of number 4 (C5H7ClO2)?
  0

- Which of these has the highest largest force on an atom?
  C4H3NO3